A molecular structure, C13H8KN5O5. Source: OMol25; level of theory: ωB97M-V/def2-TZVPD.

Calculated values
* charge: -2
* highest occupied orbital energy: -0.083 Eh
* gap between HOMO and LUMO: 6.56 eV
* E_tot: -1750.22020 Eh

Last column: natural (NBO) charge in e.
Cartesian coordinates (Å):
K (-0.853, 0.918, 1.433)  0.958
C (-1.934, 0.554, 4.243)  -0.394
C (-0.767, 1.321, 4.440)  -0.385
C (0.344, 0.495, 4.181)  -0.385
C (-0.134, -0.782, 3.824)  -0.385
C (-1.542, -0.746, 3.863)  -0.388
H (-2.952, 0.900, 4.374)  0.186
H (-0.731, 2.361, 4.738)  0.189
H (1.384, 0.790, 4.245)  0.190
H (0.472, -1.641, 3.566)  0.194
H (-2.204, -1.573, 3.641)  0.194
O (2.476, 3.851, -3.332)  -0.707
C (2.541, 2.562, -3.574)  0.785
O (3.185, 2.107, -4.504)  -0.664
C (1.783, 1.660, -2.666)  -0.294
C (1.764, 0.288, -2.822)  0.003
N (1.011, -0.217, -1.841)  -0.326
N (0.515, 0.736, -1.043)  -0.300
C (0.964, 1.888, -1.528)  0.025
C (0.547, 3.185, -0.863)  0.765
O (1.022, 4.245, -1.366)  -0.746
O (-0.219, 3.113, 0.107)  -0.753
H (1.867, 4.042, -2.494)  0.500
H (2.239, -0.329, -3.565)  0.224
H (0.758, -1.215, -1.706)  0.451
O (0.245, -2.860, -1.726)  -0.537
N (-0.983, -2.779, -1.455)  0.056
C (-1.692, -3.899, -1.558)  -0.265
C (-3.087, -3.843, -1.280)  0.303
N (-4.219, -3.836, -1.060)  -0.398
C (-1.119, -5.143, -1.968)  0.296
N (-0.682, -6.156, -2.302)  -0.393

***

A molecular structure, C13H8N3O9Ru in a non-equilibrium geometry. Source: OMol25; level of theory: ωB97M-V/def2-TZVPD.

Calculated values
* spin multiplicity: 5
* charge: +1
* highest occupied orbital energy (spin up / spin down): -0.489 / -0.487 Eh
* gap between HOMO and LUMO (spin up / spin down): 8.17 / 5.63 eV
* E_tot: -1436.30849 Eh

Last column: natural (NBO) charge in e.
Cartesian coordinates (Å):
Ru (-1.004, 1.681, -0.719)  1.770
O (-2.464, -3.803, -2.584)  -0.587
C (-2.132, -2.588, -2.228)  0.433
C (-1.136, -1.830, -2.880)  -0.281
C (-0.901, -0.543, -2.454)  0.153
N (-1.590, 0.004, -1.445)  -0.484
C (-2.476, -0.728, -0.753)  0.134
C (-2.775, -2.020, -1.102)  -0.247
C (-2.991, 0.057, 0.485)  0.745
O (-3.707, -0.462, 1.289)  -0.474
O (-2.491, 1.250, 0.520)  -0.614
C (0.209, 0.429, -2.952)  0.746
O (1.005, 0.077, -3.772)  -0.480
O (0.160, 1.558, -2.324)  -0.617
H (-2.025, -4.130, -3.386)  0.518
H (-0.546, -2.234, -3.689)  0.273
H (-3.483, -2.603, -0.535)  0.287
C (0.971, -1.738, 0.765)  -0.660
C (1.239, -0.341, 1.153)  0.419
N (0.633, 0.747, 0.700)  -0.522
C (1.195, 1.823, 1.328)  -0.019
C (2.173, 1.370, 2.189)  0.051
N (2.171, 0.009, 2.052)  -0.459
C (3.153, 1.984, 3.159)  0.772
O (3.162, 3.271, 3.296)  -0.638
O (3.869, 1.211, 3.743)  -0.562
C (0.711, 3.229, 1.022)  0.793
O (1.249, 4.147, 1.605)  -0.564
O (-0.223, 3.255, 0.169)  -0.626
H (0.176, -1.789, 0.026)  0.221
H (0.678, -2.311, 1.645)  0.259
H (1.876, -2.181, 0.351)  0.258
H (2.799, -0.594, 2.576)  0.470
H (2.516, 3.791, 2.749)  0.531

***

A molecular structure, C13H9ClN2O4Pd. Source: OMol25; level of theory: ωB97M-V/def2-TZVPD.

Calculated values
* highest occupied orbital energy (spin up / spin down): -0.309 / -0.307 Eh
* gap between HOMO and LUMO (spin up / spin down): 7.22 / 7.15 eV
* E_tot: -1499.18289 Eh

Last column: natural (NBO) charge in e.
Cartesian coordinates (Å):
Pd (-0.687, -0.437, 0.810)  1.177
Cl (-6.530, -3.012, -2.827)  -0.001
C (-4.996, -2.613, -2.115)  -0.105
C (-3.855, -3.358, -2.464)  -0.173
C (-2.637, -3.063, -1.921)  -0.229
C (-2.472, -2.003, -0.990)  0.415
O (-1.287, -1.805, -0.514)  -0.697
C (-3.636, -1.263, -0.646)  -0.311
C (-3.631, -0.170, 0.271)  0.433
O (-2.676, 0.318, 0.885)  -0.610
C (-4.885, -1.589, -1.225)  -0.142
H (-3.954, -4.171, -3.171)  0.231
H (-1.758, -3.635, -2.184)  0.225
H (-4.606, 0.313, 0.429)  0.146
H (-5.759, -1.011, -0.951)  0.225
O (0.268, 0.039, 2.581)  -0.522
N (1.386, 0.663, 2.508)  0.155
N (1.776, 0.918, 1.332)  0.157
O (1.054, 0.666, 0.268)  -0.614
C (3.046, 1.573, 1.144)  0.162
C (3.835, 1.905, 2.237)  -0.237
C (5.049, 2.531, 2.014)  -0.199
C (5.468, 2.819, 0.721)  -0.205
C (4.665, 2.478, -0.355)  -0.199
C (3.444, 1.851, -0.151)  -0.236
H (3.500, 1.677, 3.238)  0.243
H (5.671, 2.794, 2.859)  0.220
H (6.419, 3.308, 0.556)  0.218
H (4.984, 2.700, -1.364)  0.220
H (2.803, 1.578, -0.975)  0.251

***

A molecular structure, C14Cs2F42KN7O28S14 in a non-equilibrium geometry. Source: OMol25; level of theory: ωB97M-V/def2-TZVPD.

Calculated values
* charge: -4
* highest occupied orbital energy: -0.123 Eh
* gap between HOMO and LUMO: 4.52 eV
* E_tot: -13432.36791 Eh

Last column: Löwdin charge in e.
Cartesian coordinates (Å):
K (0.514, 8.205, -5.894)  0.958
Cs (1.020, 8.097, -14.881)  0.950
Cs (1.716, 1.012, -3.312)  0.985
C (-9.978, -1.395, -8.666)  -0.721
F (-10.742, -0.928, -7.657)  0.106
F (-9.049, -2.176, -8.212)  0.167
F (-10.776, -1.969, -9.510)  0.163
S (-9.162, 0.125, -9.553)  0.695
O (-8.428, -0.324, -10.745)  -0.315
O (-10.299, 1.046, -9.720)  -0.336
N (-8.217, 0.756, -8.257)  -0.317
S (-7.021, 1.288, -9.047)  0.551
O (-6.127, 0.282, -9.686)  -0.345
O (-7.428, 2.396, -9.922)  -0.330
C (-6.028, 2.159, -7.550)  -0.663
F (-6.492, 3.359, -7.220)  0.116
F (-5.988, 1.482, -6.437)  0.136
F (-4.791, 2.416, -8.016)  0.095
C (13.306, 10.792, -8.244)  -0.633
F (14.245, 10.015, -7.747)  0.144
F (13.848, 11.600, -9.166)  0.107
F (12.412, 10.002, -8.883)  0.096
S (12.268, 11.908, -6.950)  0.714
O (11.054, 12.486, -7.610)  -0.329
O (12.037, 11.091, -5.730)  -0.347
N (13.521, 13.067, -6.638)  -0.316
S (12.647, 14.242, -6.022)  0.544
O (11.893, 15.097, -6.952)  -0.326
O (11.982, 13.946, -4.783)  -0.315
C (14.095, 15.361, -5.311)  -0.618
F (14.853, 15.839, -6.326)  0.076
F (13.599, 16.468, -4.629)  0.065
F (14.904, 14.727, -4.507)  0.136
C (1.944, 3.942, -10.707)  -0.666
F (1.784, 4.849, -11.679)  0.122
F (0.709, 3.620, -10.333)  0.137
F (2.555, 2.878, -11.113)  0.184
S (2.945, 4.567, -9.163)  0.695
O (2.204, 4.213, -7.942)  -0.353
O (4.228, 3.910, -9.340)  -0.301
N (2.887, 6.269, -9.324)  -0.305
S (4.334, 6.644, -9.384)  0.498
O (5.070, 6.604, -8.111)  -0.323
O (5.072, 6.240, -10.568)  -0.302
C (4.206, 8.522, -9.534)  -0.669
F (3.432, 8.894, -10.581)  0.089
F (3.720, 9.191, -8.458)  0.101
F (5.434, 8.881, -9.744)  0.163
C (-7.433, 0.412, -22.050)  -0.613
F (-7.779, 0.324, -23.369)  0.087
F (-8.548, 0.919, -21.390)  0.058
F (-7.240, -0.764, -21.542)  0.163
S (-6.011, 1.736, -21.837)  0.695
O (-4.927, 1.320, -22.747)  -0.343
O (-6.632, 2.986, -22.213)  -0.319
N (-5.811, 1.589, -20.081)  -0.307
S (-4.755, 2.685, -19.733)  0.548
O (-3.655, 2.768, -20.689)  -0.350
O (-5.447, 3.939, -19.389)  -0.337
C (-3.973, 1.941, -18.094)  -0.652
F (-3.120, 1.008, -18.361)  0.159
F (-3.263, 2.830, -17.374)  0.107
F (-4.981, 1.473, -17.315)  0.105
C (0.073, -5.837, -8.551)  -0.681
F (-0.203, -7.045, -9.019)  0.137
F (-0.923, -5.058, -8.898)  0.132
F (0.134, -5.895, -7.209)  0.123
S (1.653, -5.028, -9.325)  0.707
O (1.731, -3.848, -8.494)  -0.319
O (2.598, -6.073, -8.976)  -0.334
N (1.353, -4.772, -11.092)  -0.276
S (2.785, -4.668, -11.635)  0.560
O (3.472, -3.347, -11.519)  -0.356
O (3.706, -5.853, -11.473)  -0.368
C (2.559, -4.615, -13.488)  -0.739
F (1.965, -5.746, -13.831)  0.123
F (1.713, -3.621, -13.776)  0.118
F (3.680, -4.418, -14.112)  0.175
C (-3.486, 12.490, -9.726)  -0.636
F (-4.542, 12.976, -9.080)  0.141
F (-3.444, 13.017, -10.985)  0.092
F (-2.421, 12.737, -8.995)  0.136
S (-3.414, 10.525, -9.946)  0.719
O (-2.062, 10.210, -10.475)  -0.344
O (-3.636, 10.057, -8.507)  -0.389
N (-4.826, 10.274, -10.853)  -0.311
S (-4.571, 8.827, -11.315)  0.558
O (-3.606, 8.735, -12.431)  -0.373
O (-4.404, 7.803, -10.252)  -0.326
C (-6.345, 8.576, -12.220)  -0.561
F (-7.123, 8.275, -11.151)  0.098
F (-6.728, 9.753, -12.789)  0.097
F (-6.212, 7.581, -13.118)  0.128
C (2.960, 17.151, -5.196)  -0.679
F (3.116, 16.957, -6.452)  0.193
F (3.446, 18.321, -4.788)  0.127
F (1.658, 17.097, -4.831)  0.103
S (3.903, 15.738, -4.237)  0.634
O (3.061, 14.588, -4.338)  -0.323
O (5.111, 15.485, -4.944)  -0.287
N (3.940, 16.306, -2.599)  -0.300
S (5.411, 16.480, -2.424)  0.489
O (6.183, 15.212, -2.455)  -0.326
O (5.938, 17.586, -3.165)  -0.316
C (5.332, 17.054, -0.511)  -0.626
F (6.584, 17.313, -0.184)  0.123
F (4.601, 18.190, -0.283)  0.079
F (4.762, 16.067, 0.176)  0.112